This record from the Open Molecules 2025 dataset describes a 2-piece molecular cluster, C11H16F3NO2 overall in a non-equilibrium geometry. The level of theory is ωB97M-V/def2-TZVPD.

Geometry as XYZ:
```
33
Properties=species:S:1:pos:R:3:forces:R:3:mulliken_charge:R:1
O 0.7015 0.7740 0.0189 -0.39 0.11 2.50 -0.42
C 0.1251 0.6355 1.3562 0.16 0.74 -0.58 -0.27
C -1.3402 1.3023 1.3514 -0.29 0.29 0.07 -0.77
C -2.5535 0.2704 1.3865 -2.00 -1.50 0.58 0.32
C -3.2621 0.0300 2.7655 -1.65 -2.45 -3.32 -0.26
C -4.4206 -1.0223 2.7823 1.85 0.43 -3.92 -0.45
C -4.7695 -1.7602 1.4466 1.52 2.01 1.65 -0.23
N -4.0819 -1.4653 0.2098 1.40 1.72 2.24 -0.07
C -2.9978 -0.5005 0.1219 -0.12 0.95 3.70 -0.22
C 0.1765 -0.8952 1.8147 2.59 -1.16 -0.12 0.74
F 1.5723 -1.2205 1.9799 -3.50 0.61 -0.27 -0.26
F -0.4123 -1.1463 3.0944 0.87 0.45 -3.28 -0.25
F -0.2881 -1.8134 0.8101 0.58 2.28 2.94 -0.24
H 1.3337 1.5246 0.1314 -0.17 -0.87 -1.10 0.30
H 0.7844 1.2597 2.0749 -1.16 -1.47 -0.78 0.45
H -1.3787 1.9898 0.4198 0.02 -1.42 1.41 0.27
H -1.3711 2.0318 2.2514 -0.39 -1.46 -1.33 0.37
H -2.9776 0.5706 3.7377 -0.35 -0.87 -1.88 0.34
H -5.0152 -1.2804 3.7205 1.01 0.40 -1.59 0.33
H -5.5915 -2.5658 1.4046 1.57 1.55 -0.03 0.34
H -4.3147 -1.9600 -0.6729 0.06 0.38 1.14 0.29
H -2.4241 -0.2813 -0.8538 -1.33 -0.75 1.58 0.45
C 4.9857 1.0794 -2.6571 0.70 -0.57 0.01 -1.41
C 3.5368 0.6923 -2.3038 0.22 0.51 -1.65 0.84
C 2.9753 -0.2235 -3.4087 0.31 -0.87 -0.16 -1.34
O 2.8040 1.8080 -2.2797 -1.01 0.77 1.31 -0.88
H 5.0536 1.6106 -3.6129 -0.28 -0.01 0.12 0.31
H 5.4274 1.7181 -1.8846 -0.22 -0.02 -0.03 0.33
H 5.6138 0.1821 -2.7370 0.13 -0.02 0.00 0.35
H 3.6043 0.0638 -1.3958 -0.20 0.02 0.52 0.09
H 2.9731 0.2622 -4.3909 0.04 0.19 0.23 0.31
H 1.9494 -0.5356 -3.1846 0.07 0.18 0.11 0.28
H 3.5818 -1.1349 -3.4966 -0.02 -0.13 -0.07 0.34
```
Positions in Å, forces in eV/Å.

Kohn-Sham gap: 1.81 eV
Energy relative to the best compared isomer or geometry (same formula, charge and spin): 8.478 eV
Highest occupied orbital energy: -4.7 eV

This record from the Open Molecules 2025 dataset describes C11H16F6NO10S3 as an isolated structure. The level of theory is ωB97M-V/def2-TZVPD.

Geometry as XYZ:
```
47
Properties=species:S:1:pos:R:3:forces:R:3:mulliken_charge:R:1
C -1.3645 2.0169 5.7709 -0.14 -0.27 0.09 -1.08
C -0.6738 1.3810 4.5971 -0.02 -0.20 -0.02 0.78
O -0.9858 1.5513 3.4466 0.15 0.22 0.05 -0.56
O 0.3225 0.5621 4.9783 0.11 0.45 0.23 -0.29
C 1.4678 0.5086 4.1362 -0.20 -0.40 -0.26 -0.59
S 2.9532 0.5277 5.2106 -0.26 0.21 0.18 1.08
O 2.5101 1.0183 6.4865 0.08 0.05 0.12 -0.70
O 3.4508 -0.8270 5.1573 0.05 -0.15 -0.13 -0.61
N 3.9938 1.5676 4.6206 -0.12 -0.12 -0.10 -0.42
S 4.2603 1.8221 3.0990 0.30 -0.12 -0.01 0.97
O 5.4893 2.5426 2.9304 0.01 0.24 0.07 -0.63
O 3.1023 2.3369 2.4076 -0.14 -0.05 -0.12 -0.58
S 4.7781 -0.0097 2.1650 0.11 -0.15 -0.20 -0.23
H -2.2484 1.4282 6.0225 -0.03 -0.01 -0.03 0.28
H -0.7138 2.0378 6.6397 0.07 0.06 -0.02 0.34
H -1.6946 3.0124 5.4906 0.01 0.05 -0.02 0.33
H 1.4865 1.3256 3.4200 0.00 0.10 0.13 0.53
H 1.4774 -0.4391 3.6014 0.09 -0.03 -0.01 0.25
H 3.9245 -0.8186 2.8084 -0.05 0.11 0.14 0.13
C -2.1229 1.6101 0.6260 -0.32 -0.10 -0.14 -1.09
C -1.4713 0.7867 -0.4570 0.29 0.24 0.07 -0.22
O -2.2348 -0.4225 -0.7323 -0.01 -0.03 -0.04 -0.30
C -3.2844 -0.2921 -1.5111 0.00 -0.04 0.02 0.36
O -3.6981 0.6929 -2.0503 0.00 0.01 -0.02 -0.53
C -3.9502 -1.6754 -1.7083 0.00 0.06 0.04 0.86
F -4.0765 -2.3400 -0.5589 0.00 -0.02 0.01 -0.25
F -3.1961 -2.4213 -2.5380 0.02 -0.05 -0.03 -0.22
F -5.1559 -1.5499 -2.2535 -0.01 0.02 -0.03 -0.26
H -2.2609 1.0173 1.5259 0.10 0.04 0.03 0.29
H -1.4871 2.4573 0.8752 0.04 -0.03 0.04 0.35
H -3.0948 1.9829 0.2995 0.04 0.04 -0.06 0.38
H -0.4957 0.4255 -0.1418 -0.05 -0.10 0.02 0.35
H -1.3484 1.3424 -1.3859 -0.11 -0.05 -0.04 0.30
C -0.5211 -3.3293 -4.4400 0.22 0.04 0.03 -1.13
C -0.9160 -2.0027 -5.0475 -0.32 -0.18 0.01 -0.17
O 0.1594 -1.0402 -4.9556 0.01 0.02 -0.02 -0.29
C 1.1085 -1.1423 -5.8682 0.02 0.06 0.01 0.31
O 1.1784 -1.9313 -6.7642 0.00 -0.01 -0.01 -0.52
C 2.1579 -0.0249 -5.6554 -0.02 -0.06 0.02 0.92
F 2.5068 0.0826 -4.3740 0.01 0.00 0.01 -0.24
F 1.6483 1.1501 -6.0531 -0.01 0.02 -0.01 -0.25
F 3.2487 -0.2712 -6.3727 0.02 0.00 -0.03 -0.24
H -0.1958 -3.1923 -3.4086 -0.07 0.00 0.02 0.28
H -1.3721 -4.0098 -4.4498 -0.02 0.02 0.00 0.35
H 0.2958 -3.7858 -4.9977 -0.04 -0.01 -0.04 0.41
H -1.7420 -1.5544 -4.5015 0.09 0.10 0.05 0.26
H -1.2153 -2.1072 -6.0899 0.13 0.01 -0.04 0.31
```
Positions in Å, forces in eV/Å.

Kohn-Sham gap: 8.34 eV
Highest occupied orbital energy: -6.2 eV
Total charge: -1

This record from the Open Molecules 2025 dataset describes a 2-piece molecular cluster, C11H16F7IO4Si overall in a non-equilibrium geometry. The level of theory is ωB97M-V/def2-TZVPD.

Geometry as XYZ:
```
40
Properties=species:S:1:pos:R:3:forces:R:3:mulliken_charge:R:1
O 5.1652 2.8636 -1.1660 -5.36 -0.32 1.15 -0.50
C 3.9287 2.7943 -0.9482 3.77 0.21 -2.63 0.12
I 3.1473 2.9958 1.0904 0.19 -0.15 -0.78 0.03
C 2.8629 2.5237 -2.1309 0.50 0.30 1.84 -0.38
Si 2.9545 0.6454 -2.6501 -0.66 0.15 -0.29 0.25
C 1.1509 0.0500 -2.8695 -1.38 -0.29 -0.16 -0.76
C 0.5405 -0.7663 -1.6193 -0.47 0.25 -0.42 -0.37
C -0.1347 0.2516 -0.5787 -0.41 -0.02 -0.13 0.09
F -0.1709 -0.2750 0.7785 0.35 0.81 -2.07 -0.34
C 3.9746 -0.3086 -1.3410 1.73 1.24 0.61 -0.62
O 3.9348 -1.7601 -1.4689 1.49 -0.97 2.25 -0.33
C 4.8080 -2.3963 -0.5723 0.58 -1.30 0.83 0.85
F 6.1826 -2.3096 -0.9605 -3.30 0.05 0.86 -0.25
F 4.5193 -3.7918 -0.4821 0.50 3.68 -0.59 -0.24
F 4.7257 -1.9080 0.7619 0.21 -0.88 -3.17 -0.24
H 1.8248 2.6860 -1.6888 1.37 0.12 -0.82 0.31
H 3.1079 3.1875 -3.0268 -0.36 -0.82 1.37 0.35
H 3.6167 0.6485 -3.9709 0.13 -0.16 0.08 -0.19
H 0.5078 0.9973 -3.0491 0.90 -1.46 0.14 0.35
H 0.9976 -0.6217 -3.7981 0.53 1.20 1.37 0.38
H -0.2709 -1.4617 -2.0569 1.32 0.96 1.01 0.33
H 1.3821 -1.3976 -1.1805 -1.37 0.83 -0.18 0.22
H -1.2392 0.4594 -0.8450 1.78 -0.45 0.31 0.20
H 0.3998 1.2768 -0.6031 -0.60 -1.73 0.49 -0.04
H 5.0806 0.0016 -1.4982 -1.70 -0.25 0.26 0.45
H 3.6989 0.0830 -0.2970 0.24 -0.98 -1.30 0.33
C -5.1136 -2.0886 3.6179 -0.20 -0.02 -0.31 -1.09
C -4.3408 -0.8068 3.8606 -0.11 -0.50 0.63 -0.22
O -4.0434 -0.1479 2.6201 -0.33 0.81 -0.77 -0.26
C -5.0446 0.5788 2.0836 -0.15 -0.93 1.70 0.31
O -6.1368 0.6969 2.5738 0.61 0.26 -0.79 -0.51
C -4.5781 1.2579 0.7979 0.44 0.85 -1.72 0.92
F -3.9015 0.4186 -0.0147 -0.26 -0.03 0.52 -0.24
F -3.7509 2.2951 1.0480 -0.29 -0.43 0.37 -0.25
F -5.5961 1.7509 0.0701 0.16 -0.39 0.70 -0.25
H -4.5737 -2.7360 2.9220 0.07 0.03 0.16 0.30
H -5.2705 -2.6278 4.5542 0.06 0.07 -0.05 0.37
H -6.0886 -1.8835 3.1703 0.04 0.04 0.15 0.31
H -3.3822 -1.0407 4.3293 0.03 0.19 -0.33 0.32
H -4.8747 -0.1349 4.5378 -0.04 0.04 -0.28 0.31
```
Positions in Å, forces in eV/Å.

Kohn-Sham gap: 10.09 eV
Highest occupied orbital energy: -10.1 eV

This record from the Open Molecules 2025 dataset describes C11H16F9N4O6RuS3 as an isolated structure. The level of theory is ωB97M-V/def2-TZVPD.

Geometry as XYZ:
```
50
Properties=species:S:1:pos:R:3:forces:R:3:lowdin_spin:R:1
Ru -0.1448 0.0096 -0.5944 0.08 -0.06 0.08 0.81
C 2.3921 1.3526 -1.6980 0.01 -0.03 0.03 0.00
N 1.9696 0.5014 -0.5583 -0.01 -0.01 -0.01 0.00
C 2.4146 1.1896 0.6717 0.00 0.02 0.01 0.00
C 2.6335 -0.8237 -0.6300 -0.01 -0.01 -0.03 0.00
C 1.9021 -1.7291 -1.5955 0.00 0.00 0.03 0.00
N 0.4871 -1.8995 -1.1856 0.03 0.00 0.00 -0.01
C -0.2733 -2.4679 -2.3269 0.01 0.02 0.00 0.00
C 0.3669 -2.8516 -0.0586 0.00 -0.01 0.04 0.00
H 3.4520 1.5979 -1.5855 0.00 0.00 -0.01 0.00
H 1.8028 2.2667 -1.6984 0.00 0.00 0.00 0.00
H 2.2335 0.8413 -2.6410 -0.01 0.00 -0.02 0.00
H 3.5065 1.2553 0.6766 0.00 -0.01 0.00 0.00
H 2.0755 0.6484 1.5504 0.01 0.02 -0.02 0.00
H 1.9981 2.1911 0.6837 0.04 -0.04 -0.03 0.00
H 2.6345 -1.2481 0.3748 -0.02 0.00 -0.01 0.00
H 3.6774 -0.7049 -0.9380 0.00 0.01 0.01 0.00
H 2.3940 -2.7048 -1.6593 0.00 0.00 0.00 0.00
H 1.8926 -1.2899 -2.5927 0.01 0.00 -0.01 0.00
H 0.1623 -3.4332 -2.5980 0.00 0.00 0.00 0.00
H -0.2245 -1.7859 -3.1697 0.00 0.00 0.00 0.00
H -1.3090 -2.5973 -2.0306 -0.02 0.00 0.02 0.00
H 0.7068 -3.8394 -0.3803 0.00 0.00 0.00 0.00
H -0.6780 -2.8993 0.2408 0.00 0.00 0.00 0.00
H 0.9535 -2.5186 0.7928 0.01 -0.01 -0.02 0.00
F -1.0585 0.3039 4.9947 0.01 0.01 0.02 0.00
C -0.2503 -0.0935 4.0273 -0.02 -0.01 -0.03 0.00
F 0.8330 0.6794 4.0067 0.00 0.01 0.01 0.00
F 0.1242 -1.3511 4.2485 0.01 0.01 0.00 0.00
S -1.1293 -0.0255 2.4101 -0.04 0.01 0.00 0.00
O -0.0153 -0.3791 1.4893 0.02 -0.01 -0.10 0.02
O -2.1830 -0.9738 2.5063 0.00 0.00 0.00 0.00
N -1.5949 1.4471 2.3190 0.00 0.00 0.02 0.00
S -1.3320 2.5346 1.2189 0.06 0.04 -0.03 0.00
O -2.4496 3.3576 0.9509 -0.02 -0.02 0.00 0.00
O -0.5223 2.0332 0.1002 -0.09 -0.08 -0.02 0.00
C -0.1558 3.6749 2.0664 -0.06 -0.03 0.00 0.00
F -0.7606 4.2594 3.0884 0.02 0.00 0.03 0.00
F 0.9187 3.0197 2.5177 -0.04 0.03 0.07 0.00
F 0.2470 4.5992 1.2008 0.03 0.04 -0.02 0.00
S -0.5653 2.3284 -4.5483 0.00 -0.06 -0.09 0.09
C -0.4224 1.2988 -3.3472 0.04 0.05 0.16 0.03
N -0.2575 0.5378 -2.4557 -0.08 0.12 -0.07 0.02
F -5.4202 -0.7768 -0.2230 -0.05 0.02 0.02 0.00
C -4.2559 -1.2794 -0.6061 0.04 -0.03 -0.13 0.00
F -4.3575 -1.6351 -1.9011 -0.04 -0.06 -0.10 0.00
F -4.0258 -2.3978 0.0973 -0.01 0.01 0.02 0.00
C -3.1040 -0.2613 -0.4463 0.01 -0.35 0.45 0.00
O -3.3306 0.8849 -0.1846 -0.07 0.49 -0.05 0.02
O -1.9582 -0.8467 -0.5798 0.17 -0.04 -0.21 0.02
```
Positions in Å, forces in eV/Å.

Kohn-Sham gap (alpha / beta): 8.80 / 6.59 eV
<S²>: 0.76
Energy relative to the best compared isomer or geometry (same formula, charge and spin): 0.000 eV
Highest occupied orbital energy (alpha / beta): -8.8 / -8.7 eV
Multiplicity: 2